Entry 1:
Formula: C44H75NO24
Source: the OMol25 dataset
Level of theory: ωB97M-V with the def2-TZVPD basis set

Each line ends with the Mulliken charge.
Element x y z (Å)
1 C -0.610 0.315 8.486  -0.987
2 C -0.634 -0.973 7.640  -1.033
3 C -1.371 -0.795 6.307  -0.073
4 C -2.895 -0.707 6.504  -0.698
5 C -3.640 0.290 5.585  -1.098
6 C -3.106 0.395 4.137  -0.208
7 C -2.667 1.833 3.796  -1.307
8 C -1.641 2.476 4.754  0.603
9 C -0.234 2.581 4.140  -1.562
10 C 0.220 1.278 3.428  0.186
11 C 1.684 0.979 3.749  -0.876
12 C 2.341 -0.024 2.760  -0.487
13 O 1.375 -0.598 1.860  -0.384
14 C 1.376 -0.115 0.623  0.760
15 O 0.368 0.148 0.094  -0.602
16 O 2.550 -0.001 -0.035  -0.308
17 C 2.818 1.425 -0.204  -0.331
18 C 4.214 1.712 -0.777  0.004
19 C 4.367 3.195 -1.139  -0.811
20 N 3.540 4.043 -0.252  -0.529
21 H -1.151 0.171 9.412  0.149
22 H 0.399 0.603 8.766  0.477
23 H -1.118 1.097 7.931  0.247
24 H -1.119 -1.807 8.146  0.439
25 H 0.376 -1.313 7.401  0.370
26 H -1.176 -1.720 5.755  0.453
27 H -0.949 0.002 5.704  -0.071
28 H -3.057 -0.362 7.528  0.341
29 H -3.373 -1.678 6.428  0.355
30 H -3.711 1.276 6.035  0.423
31 H -4.671 -0.061 5.525  0.391
32 H -2.356 -0.356 3.901  0.253
33 H -3.946 0.180 3.475  0.407
34 H -3.572 2.440 3.815  0.551
35 H -2.271 1.902 2.782  0.360
36 H -1.960 3.506 4.899  0.182
37 H -1.611 2.033 5.746  -0.341
38 H -0.289 3.366 3.400  0.542
39 H 0.498 2.868 4.894  0.353
40 H 0.174 1.477 2.359  0.271
41 H -0.440 0.436 3.597  0.362
42 H 1.774 0.580 4.757  0.304
43 H 2.266 1.899 3.718  0.427
44 H 3.203 0.395 2.254  0.108
45 H 2.726 -0.840 3.365  0.466
46 H 2.752 1.912 0.764  0.440
47 H 2.088 1.858 -0.881  0.213
48 H 4.959 1.368 -0.058  0.293
49 H 4.365 1.130 -1.687  -0.354
50 H 4.071 3.350 -2.171  0.450
51 H 5.413 3.489 -1.027  0.364
52 H 3.995 4.112 0.652  0.196
53 H 3.545 4.983 -0.634  0.237
54 C 2.559 -2.929 -3.985  -1.282
55 C 3.966 -2.395 -4.120  0.751
56 C 4.457 -1.635 -2.919  -0.266
57 O 5.438 -0.761 -3.506  -0.379
58 C 5.063 -0.548 -4.795  0.702
59 O 5.551 0.263 -5.515  -0.585
60 O 4.055 -1.388 -5.146  -0.375
61 H 2.529 -3.757 -3.277  0.427
62 H 1.877 -2.159 -3.647  0.361
63 H 2.193 -3.279 -4.952  0.090
64 H 4.654 -3.204 -4.391  0.105
65 H 4.913 -2.276 -2.167  0.418
66 H 3.693 -1.016 -2.444  0.057
67 C -5.082 7.628 4.111  -1.471
68 C -3.631 7.503 4.505  0.498
69 C -2.696 8.447 3.791  -0.538
70 O -1.455 7.732 3.843  -0.343
71 C -1.758 6.407 3.901  0.603
72 O -0.973 5.525 3.779  -0.428
73 O -3.090 6.230 4.117  -0.314
74 H -5.507 8.555 4.495  0.388
75 H -5.196 7.613 3.026  0.353
76 H -5.656 6.789 4.504  0.368
77 H -3.528 7.591 5.591  0.269
78 H -2.605 9.413 4.282  0.296
79 H -2.962 8.598 2.742  0.316
80 C -0.982 1.099 14.459  -1.441
81 C -1.540 2.072 13.449  0.500
82 C -3.035 2.260 13.510  -0.515
83 O -3.339 2.656 12.167  -0.327
84 C -2.387 2.111 11.361  0.603
85 O -2.432 2.090 10.177  -0.477
86 O -1.374 1.587 12.108  -0.307
87 H -1.025 1.519 15.464  0.384
88 H -1.539 0.160 14.448  0.347
89 H 0.054 0.858 14.223  0.361
90 H -1.017 3.030 13.523  0.259
91 H -3.342 3.028 14.217  0.297
92 H -3.574 1.334 13.726  0.304
93 C -2.524 -0.614 -0.001  -0.956
94 C -3.186 -1.913 -0.382  0.629
95 C -3.638 -1.994 -1.815  0.045
96 O -4.711 -2.943 -1.739  -0.341
97 C -5.230 -2.861 -0.483  0.595
98 O -6.241 -3.382 -0.137  -0.565
99 O -4.436 -2.100 0.313  -0.348
100 H -1.541 -0.535 -0.459  0.463
101 H -3.126 0.242 -0.313  0.376
102 H -2.411 -0.544 1.082  -0.158
103 H -2.536 -2.754 -0.125  0.251
104 H -2.858 -2.345 -2.488  -0.255
105 H -4.041 -1.049 -2.189  0.355
106 C -2.009 -2.469 -7.754  -1.613
107 C -1.386 -3.222 -6.606  0.799
108 C -2.370 -3.965 -5.738  -0.466
109 O -1.669 -4.016 -4.485  -0.321
110 C -0.836 -2.943 -4.449  0.811
111 O -0.223 -2.591 -3.490  -0.617
112 O -0.785 -2.329 -5.653  -0.357
113 H -2.368 -3.160 -8.517  0.367
114 H -2.846 -1.856 -7.414  0.410
115 H -1.280 -1.795 -8.204  0.347
116 H -0.599 -3.881 -6.976  0.146
117 H -2.591 -4.967 -6.098  0.339
118 H -3.307 -3.421 -5.588  0.270
119 C 5.703 -5.129 -7.977  -1.495
120 C 4.502 -4.493 -8.633  0.698
121 C 4.498 -2.992 -8.573  -0.281
122 O 3.099 -2.694 -8.656  -0.310
123 C 2.441 -3.768 -8.136  0.685
124 O 1.276 -3.787 -7.886  -0.672
125 O 3.288 -4.809 -7.936  -0.402
126 H 6.601 -4.960 -8.571  0.387
127 H 5.863 -4.725 -6.976  0.282
128 H 5.552 -6.203 -7.866  0.376
129 H 4.398 -4.854 -9.661  0.209
130 H 5.039 -2.537 -9.400  0.336
131 H 4.880 -2.595 -7.629  0.048
132 C -0.418 -2.663 -12.797  -1.585
133 C 0.991 -2.761 -12.265  0.774
134 C 1.974 -1.836 -12.936  -0.489
135 O 3.211 -2.529 -12.738  -0.323
136 C 2.918 -3.851 -12.645  0.646
137 O 3.725 -4.722 -12.652  -0.549
138 O 1.573 -4.044 -12.542  -0.353
139 H -0.880 -1.723 -12.495  0.388
140 H -0.430 -2.725 -13.887  0.382
141 H -1.024 -3.489 -12.425  0.365
142 H 0.991 -2.625 -11.179  0.124
143 H 2.008 -0.847 -12.485  0.323
144 H 1.802 -1.736 -14.011  0.312

Output
E_HOMO: -9.5 eV
SMILES: CCCCCCCCCCCCOC(=O)OCCCN.C[C@@H]1COC(=O)O1.C[C@@H]1COC(=O)O1.C[C@@H]1COC(=O)O1.C[C@@H]1COC(=O)O1.C[C@@H]1COC(=O)O1.C[C@@H]1COC(=O)O1.C[C@@H]1COC(=O)O1
DFT total energy: -97475.88043 eV
Orbital gap: 10.12 eV
Net charge: 0

Entry 2:
Formula: C22H36BrIO8PtSSi
Source: the OMol25 dataset
Level of theory: ωB97M-V with the def2-TZVPD basis set

Each line ends with the Mulliken charge.
Element x y z (Å)
1 Pt -0.255 0.075 2.834  0.711
2 O -3.972 1.879 4.226  -0.488
3 C -3.291 1.320 3.218  0.723
4 O -2.358 1.856 2.678  -0.491
5 C -3.836 -0.049 2.815  -0.446
6 O -2.852 -1.054 2.859  -0.357
7 C -2.700 -1.638 4.145  -0.347
8 C -1.864 -0.829 5.154  0.564
9 O -1.905 -1.138 6.324  -0.671
10 O -1.155 0.149 4.680  -0.684
11 H -3.538 2.723 4.427  0.389
12 H -4.703 -0.318 3.430  0.402
13 H -4.144 0.039 1.772  0.106
14 H -3.678 -1.830 4.596  0.330
15 H -2.204 -2.599 3.988  0.289
16 C 0.637 -3.191 -1.310  -1.472
17 C -0.686 -2.708 -1.894  1.878
18 C -1.796 -3.723 -1.631  -1.860
19 C -0.552 -2.432 -3.387  -1.456
20 O -1.106 -1.505 -1.236  0.016
21 Si -0.303 -0.172 -0.779  -0.856
22 S 0.817 -0.522 1.029  -0.217
23 O -1.372 1.015 -0.532  0.289
24 C -2.196 1.734 -1.471  1.841
25 C -3.426 2.190 -0.700  -1.682
26 C -2.600 0.851 -2.642  -1.555
27 C -1.401 2.937 -1.961  -1.310
28 O 0.796 0.163 -1.939  0.372
29 C 2.034 0.880 -1.999  1.631
30 C 3.157 -0.121 -1.763  -1.720
31 C 2.110 1.447 -3.414  -1.819
32 C 2.074 2.001 -0.966  -0.433
33 H 0.931 -4.131 -1.778  0.534
34 H 0.549 -3.349 -0.237  0.288
35 H 1.428 -2.466 -1.489  0.136
36 H -1.569 -4.675 -2.112  0.414
37 H -2.742 -3.353 -2.024  0.365
38 H -1.908 -3.890 -0.561  0.379
39 H -0.276 -3.346 -3.913  0.507
40 H 0.206 -1.677 -3.573  0.059
41 H -1.500 -2.079 -3.791  0.322
42 H -4.017 1.332 -0.393  0.305
43 H -4.051 2.822 -1.331  0.431
44 H -3.131 2.750 0.185  0.315
45 H -3.106 -0.044 -2.289  0.277
46 H -1.733 0.544 -3.223  0.194
47 H -3.272 1.401 -3.299  0.574
48 H -1.131 3.575 -1.122  0.344
49 H -1.989 3.522 -2.667  0.515
50 H -0.492 2.611 -2.462  -0.123
51 H 3.118 -0.914 -2.507  0.355
52 H 3.083 -0.562 -0.771  0.151
53 H 4.125 0.375 -1.840  0.534
54 H 2.037 0.645 -4.145  0.364
55 H 3.051 1.970 -3.563  0.405
56 H 1.296 2.147 -3.590  0.313
57 H 2.097 1.608 0.051  -0.353
58 H 1.208 2.652 -1.066  0.003
59 H 2.972 2.603 -1.111  0.568
60 Br 2.937 3.059 2.415  -0.041
61 C 3.753 1.374 2.179  -0.006
62 C 4.667 1.232 1.144  -0.094
63 C 5.265 0.007 0.914  -0.626
64 C 4.947 -1.083 1.710  -0.672
65 C 4.035 -0.941 2.740  -0.391
66 C 3.441 0.292 2.985  0.013
67 I 2.002 0.399 4.476  0.280
68 H 4.897 2.084 0.522  0.459
69 H 5.971 -0.096 0.103  0.406
70 H 5.399 -2.045 1.526  0.397
71 H 3.772 -1.789 3.353  0.424

Output
E_HOMO (spin up / spin down): -7.9 / -9.0 eV
DFT total energy: -139885.43877 eV
Orbital gap (spin up / spin down): 8.30 / 7.19 eV
⟨S²⟩: 2.011
Net charge: 0
Multiplicity: 3

Entry 3:
Formula: C33H26F6NO4P2V
Source: the OMol25 dataset
Level of theory: ωB97M-V with the def2-TZVPD basis set

Each line ends with the Mulliken charge.
Element x y z (Å)
1 V -1.330 -1.065 -0.380  1.303
2 O 0.481 -0.865 -0.561  -0.277
3 P 1.448 -0.029 0.370  1.931
4 C 0.361 1.127 1.256  -1.706
5 P -0.880 1.992 0.200  2.024
6 O -1.510 0.904 -0.704  -0.825
7 C -2.050 2.748 1.277  0.727
8 C -2.186 4.136 1.349  -0.378
9 C -3.124 4.689 2.208  -0.821
10 C -3.927 3.866 2.983  -0.514
11 C -3.805 2.483 2.904  -0.850
12 C -2.870 1.923 2.056  -0.414
13 C -0.001 3.199 -0.743  0.253
14 C -0.189 3.220 -2.124  -0.444
15 C 0.461 4.179 -2.889  -0.768
16 C 1.289 5.106 -2.276  -0.564
17 C 1.477 5.087 -0.897  -0.911
18 C 0.833 4.136 -0.126  -0.228
19 C 2.230 -1.110 1.522  0.748
20 C 1.441 -1.837 2.424  -0.518
21 C 2.036 -2.715 3.307  -0.924
22 C 3.420 -2.874 3.296  -0.498
23 C 4.205 -2.160 2.406  -0.843
24 C 3.615 -1.275 1.515  -0.342
25 C 2.619 0.862 -0.588  0.304
26 C 2.659 0.689 -1.970  -0.423
27 C 3.600 1.385 -2.714  -0.704
28 C 4.488 2.242 -2.082  -0.564
29 C 4.446 2.417 -0.702  -0.903
30 C 3.512 1.731 0.051  -0.301
31 H 0.989 1.875 1.747  0.708
32 H -0.175 0.581 2.040  0.752
33 H -1.582 4.785 0.730  0.417
34 H -3.234 5.763 2.266  0.432
35 H -4.663 4.302 3.646  0.417
36 H -4.448 1.846 3.496  0.448
37 H -2.806 0.842 1.983  0.113
38 H -0.847 2.500 -2.595  0.414
39 H 0.312 4.207 -3.960  0.470
40 H 1.788 5.858 -2.874  0.461
41 H 2.118 5.820 -0.426  0.482
42 H 0.969 4.143 0.950  0.493
43 H 0.362 -1.718 2.451  0.169
44 H 1.433 -3.272 4.011  0.456
45 H 3.886 -3.562 3.989  0.422
46 H 5.279 -2.290 2.402  0.441
47 H 4.230 -0.726 0.814  0.414
48 H 1.969 0.016 -2.461  0.379
49 H 3.644 1.253 -3.787  0.471
50 H 5.225 2.778 -2.666  0.453
51 H 5.146 3.084 -0.216  0.486
52 H 3.493 1.862 1.128  0.502
53 F -3.312 -1.058 -2.783  -0.247
54 C -4.299 -1.526 -1.978  0.840
55 F -5.463 -1.283 -2.522  -0.216
56 F -4.113 -2.842 -1.862  -0.241
57 C -4.157 -0.802 -0.627  0.191
58 O -4.871 0.052 -0.247  -0.434
59 O -3.021 -1.238 0.035  -0.342
60 F -2.467 -7.812 -1.015  -0.233
61 C -1.257 -7.332 -1.311  0.681
62 F -0.991 -7.602 -2.588  -0.258
63 F -0.356 -7.961 -0.548  -0.225
64 C -1.202 -5.839 -1.038  0.317
65 C -0.691 -4.961 -1.976  -0.873
66 C -0.647 -3.620 -1.655  -0.251
67 N -1.094 -3.142 -0.483  0.011
68 C -1.601 -4.005 0.415  -0.367
69 C -1.660 -5.358 0.180  -0.931
70 H -0.332 -5.307 -2.934  0.537
71 H -0.250 -2.901 -2.362  0.585
72 H -1.978 -3.582 1.337  0.599
73 H -2.074 -6.022 0.926  0.489

Output
E_HOMO (spin up / spin down): -14.7 / -14.7 eV
DFT total energy: -104884.52656 eV
Orbital gap (spin up / spin down): 7.75 / 7.97 eV
⟨S²⟩: 2.010
Net charge: +2
Multiplicity: 3